Entry from the OMol25 dataset: a cluster of 2 separate species, C3H8OSi in total (ωB97M-V/def2-TZVPD).

Structure (XYZ):
```
13
Properties=species:S:1:pos:R:3:forces:R:3
C 3.178 -0.118 0.792 1.16 -0.26 0.89
C -1.018 1.605 -0.294 2.49 -0.31 -0.45
C -1.576 -1.385 0.074 1.58 -1.13 1.18
O 3.728 0.307 -0.151 -0.32 0.07 -0.26
Si -0.273 -0.159 -0.378 -0.93 1.72 3.04
H 3.875 -0.439 1.711 -1.12 0.21 -0.71
H -2.002 1.531 0.062 -1.31 -0.06 0.74
H -0.397 2.312 0.283 -0.43 -0.49 0.07
H -1.046 2.033 -1.267 -0.21 0.42 -1.03
H -2.242 -1.208 -0.738 -1.43 -0.56 -0.16
H -1.020 -2.329 -0.035 -0.48 -0.08 -0.52
H -1.940 -1.493 1.127 -0.19 0.86 -1.13
H 0.733 -0.656 -1.186 1.19 -0.39 -1.66
```
Positions in Å, forces in eV/Å.

Calculated values
F_max = 3.61 eV/Å
Relative energy (zero: lowest compared OMol25 entry of this formula, charge and spin) = 109.0 kcal/mol
DFT total energy = -13161.3005 eV